{"formula": "C40H88F5N4O16S", "method": "the ωB97M-V functional and the def2-TZVPD basis", "charge": 1, "gap_ev": 6.0, "multiplicity": 1, "energy_ev": -106026.644, "elements": ["C", "C", "C", "C", "O", "N", "C", "C", "O", "C", "C", "C", "N", "C", "N", "S", "O", "O", "C", "F", "F", "C", "F", "F", "F", "N", "C", "C", "C", "C", "H", "H", "H", "H", "H", "H", "H", "H", "H", "H", "H", "H", "H", "H", "H", "H", "H", "H", "H", "H", "H", "H", "H", "H", "H", "H", "H", "H", "C", "O", "C", "C", "O", "C", "H", "H", "H", "H", "H", "H", "H", "H", "H", "H", "C", "O", "C", "C", "O", "C", "H", "H", "H", "H", "H", "H", "H", "H", "H", "H", "C", "O", "C", "C", "O", "C", "H", "H", "H", "H", "H", "H", "H", "H", "H", "H", "C", "O", "C", "C", "O", "C", "H", "H", "H", "H", "H", "H", "H", "H", "H", "H", "C", "O", "C", "C", "O", "C", "H", "H", "H", "H", "H", "H", "H", "H", "H", "H", "C", "O", "C", "C", "O", "C", "H", "H", "H", "H", "H", "H", "H", "H", "H", "H"], "xyz": [[-0.1795, -1.6433, -5.8640], [-0.7366, -2.8828, -6.7532], [-2.1067, -2.4232, -7.5024], [-3.3003, -2.8820, -6.5528], [-4.5933, -2.2698, -6.8611], [-5.2957, -2.0206, -5.7223], [-5.7616, -3.2476, -4.9653], [-7.3376, -3.2604, -4.6841], [-8.1198, -2.5194, -5.6432], [-9.4101, -2.2875, -4.9728], [-9.4489, -0.9449, -4.1112], [-5.5380, -0.8126, -5.2338], [-6.2361, -0.4079, -4.0175], [-6.3311, 0.9982, -3.8594], [-5.6160, 1.4524, -5.0486], [-5.4893, 3.1643, -5.1619], [-6.5899, 3.8720, -4.4022], [-5.5055, 3.7080, -6.5499], [-3.8279, 3.6256, -4.3807], [-3.2613, 4.5713, -5.2404], [-3.0336, 2.4481, -4.4984], [-3.9488, 4.1068, -2.8665], [-2.6531, 4.3815, -2.3736], [-4.4867, 3.0456, -2.1228], [-4.6610, 5.3029, -2.7096], [-5.1533, 0.4420, -5.8156], [-4.3988, 0.7812, -7.0499], [-5.3824, 0.9137, -8.3422], [-4.8770, 2.0967, -9.3340], [-6.9253, 1.0501, -7.9592], [-0.8966, -1.4336, -4.9888], [0.8400, -1.8529, -5.4104], [-0.1177, -0.6859, -6.4896], [-0.9349, -3.7212, -6.0024], [0.1001, -3.1223, -7.4893], [-2.0102, -1.3002, -7.6451], [-2.0957, -2.9764, -8.5079], [-3.4339, -4.0145, -6.7210], [-2.9963, -2.7811, -5.4494], [-5.5265, -4.2102, -5.5475], [-5.1196, -3.2864, -4.0191], [-7.4829, -2.8366, -3.6226], [-7.6801, -4.3459, -4.6916], [-9.5629, -3.1639, -4.2431], [-10.2828, -2.2706, -5.6976], [-8.8838, -1.0302, -3.1189], [-9.0587, -0.0278, -4.6564], [-10.5529, -0.7311, -3.8706], [-6.8230, 1.6088, -3.0454], [-3.7770, 1.7419, -6.9616], [-3.6427, -0.0330, -7.3339], [-5.2886, -0.0478, -8.9663], [-3.8984, 2.5609, -8.9448], [-5.6332, 2.9413, -9.4159], [-4.7339, 1.6738, -10.3930], [-7.2132, 2.0382, -7.4764], [-7.3035, 0.2186, -7.2608], [-7.5667, 0.9528, -8.9102], [-1.7926, 1.3888, -1.3909], [-1.5068, 0.3120, -0.5130], [-0.1631, -0.1539, -0.6448], [0.7184, 0.3680, 0.4830], [0.8869, 1.7811, 0.3966], [0.0612, 2.4829, 1.3160], [-2.7398, 1.8346, -1.0854], [-1.0193, 2.1597, -1.3555], [-1.8951, 1.0151, -2.4159], [0.2500, 0.1192, -1.6222], [-0.1980, -1.2459, -0.5876], [1.7129, -0.0793, 0.3860], [0.3161, 0.0805, 1.4602], [0.4664, 2.3853, 2.3279], [-0.9696, 2.1215, 1.2954], [0.0640, 3.5383, 1.0388], [1.7588, -3.3906, -0.8183], [1.7631, -2.9106, 0.5179], [1.3466, -3.9060, 1.4531], [2.5381, -4.5183, 2.1792], [3.3542, -5.2751, 1.2891], [4.5238, -4.5706, 0.8945], [2.2921, -2.6692, -1.4408], [2.2573, -4.3586, -0.9046], [0.7288, -3.4722, -1.1810], [0.7499, -4.6799, 0.9585], [0.7064, -3.4054, 2.1865], [2.1659, -5.2127, 2.9398], [3.1252, -3.7469, 2.6888], [5.2438, -4.5560, 1.7185], [4.2978, -3.5478, 0.5844], [4.9699, -5.0982, 0.0500], [0.1737, -3.3043, 6.9062], [0.8750, -2.9598, 5.7192], [0.9207, -1.5505, 5.5059], [2.2760, -0.9734, 5.8986], [2.4904, -1.0646, 7.3030], [3.3481, -2.1449, 7.6514], [0.3685, -4.3559, 7.1233], [0.5013, -2.7073, 7.7602], [-0.9020, -3.1718, 6.7541], [0.1105, -1.0483, 6.0452], [0.7644, -1.3855, 4.4346], [2.2917, 0.0917, 5.6415], [3.0853, -1.4634, 5.3463], [4.3829, -1.8940, 7.3980], [3.0604, -3.0716, 7.1497], [3.2808, -2.3001, 8.7293], [6.8558, -0.3531, 6.1248], [7.1377, -1.4276, 7.0104], [8.4791, -1.8967, 6.8821], [9.3606, -1.3709, 8.0091], [9.5328, 0.0402, 7.9167], [8.7069, 0.7467, 8.8323], [5.9080, 0.0980, 6.4258], [7.6311, 0.4157, 6.1571], [6.7540, -0.7322, 5.1029], [8.8934, -1.6298, 5.9040], [8.4414, -2.9890, 6.9444], [10.3552, -1.8208, 7.9156], [8.9565, -1.6524, 8.9872], [9.1107, 0.6516, 9.8452], [7.6756, 0.3870, 8.8115], [8.7120, 1.8011, 8.5512], [10.4127, -3.1465, 14.4206], [9.0380, -2.7962, 14.4982], [8.7808, -1.4898, 13.9886], [8.1900, -1.5487, 12.5847], [9.1366, -2.0501, 11.6444], [8.9061, -3.4140, 11.3179], [10.5021, -4.2174, 14.6110], [10.8323, -2.9332, 13.4347], [10.9777, -2.6067, 15.1866], [9.6897, -0.8790, 14.0052], [8.0511, -1.0247, 14.6589], [7.9339, -0.5314, 12.2686], [7.2714, -2.1449, 12.5712], [8.0382, -3.4938, 10.6551], [8.7469, -4.0247, 12.2092], [9.7843, -3.7916, 10.7913], [-4.2054, 7.2659, -6.4319], [-4.5281, 8.6453, -6.3577], [-3.6241, 9.3701, -5.5253], [-2.6072, 10.1457, -6.3544], [-1.7268, 9.2664, -7.0494], [-2.0732, 9.1252, -8.4205], [-4.7847, 6.8237, -7.2447], [-3.1437, 7.1060, -6.6356], [-4.4809, 6.7699, -5.4958], [-3.1226, 8.7001, -4.8184], [-4.2235, 10.0805, -4.9476], [-1.9899, 10.7478, -5.6790], [-3.1074, 10.8286, -7.0491], [-1.7856, 10.0265, -8.9705], [-3.1411, 8.9375, -8.5534], [-1.5191, 8.2769, -8.8256]]}


{"formula": "C3H7O7PS2", "method": "the ωB97M-V functional and the def2-TZVPD basis", "charge": -2, "gap_ev": 7.4, "multiplicity": 1, "energy_ev": -48516.500, "elements": ["C", "C", "C", "O", "O", "O", "O", "O", "O", "O", "P", "S", "S", "H", "H", "H", "H", "H", "H", "H"], "xyz": [[-0.3138, 1.9948, 1.2444], [2.2173, -1.7377, -0.8778], [-0.3471, -0.3286, -0.2343], [-3.4554, -0.6342, -1.0041], [-3.1103, 0.4050, 1.2805], [-2.6054, 1.8023, -0.8602], [1.1195, 1.8249, -1.1147], [1.9300, 0.6405, 0.8489], [-0.1882, -2.9105, -0.4600], [0.8549, -1.9216, 1.4964], [-2.8453, 0.4688, -0.2080], [0.7196, 1.0908, 0.0651], [0.5391, -1.7462, 0.0797], [-0.3282, 3.0270, 0.8338], [-1.1333, 1.3266, 1.1806], [0.3455, 1.9860, 2.1226], [2.7380, -2.7138, -0.9282], [1.8255, -1.2666, -1.8723], [2.6597, -0.8762, -0.3500], [-0.6219, -0.4314, -1.2425]]}


> Number 1 is which compound?

C40H88F5N4O16S